Formula: C36H36N6O3S5Y
Source: the OMol25 dataset
Level of theory: ωB97M-V with the def2-TZVPD basis set

Energy above the lowest of the compared OMol25 structures with the same formula, charge and spin, kcal/mol: 11.5
Net charge: -1
HOMO level, eV: -4.74
Orbital gap, eV: 7.18
E_LUMO, eV: 2.44

Atoms and positions in Å:
Y 0.02 -0.87 -0.08
S 1.74 -2.93 -0.51
C 3.41 -2.50 -0.18
C 4.42 -3.11 -0.95
C 5.76 -2.88 -0.70
C 6.16 -2.03 0.33
C 5.18 -1.43 1.10
C 3.83 -1.64 0.84
S 2.64 -0.78 1.85
C 2.95 0.93 1.32
C 1.71 1.76 1.46
C 1.73 2.97 2.09
C 0.57 3.78 1.97
C -0.49 3.37 1.24
C -0.48 2.06 0.67
C -2.35 1.68 -0.98
S -2.36 1.15 -2.74
C -0.96 1.98 -3.44
C -1.21 3.13 -4.21
C -0.19 3.84 -4.80
C 1.12 3.41 -4.61
C 1.38 2.26 -3.88
C 0.36 1.49 -3.30
S 0.87 -0.03 -2.56
N 0.63 1.28 0.81
H 4.11 -3.77 -1.75
H 6.51 -3.37 -1.32
H 7.21 -1.86 0.53
H 5.46 -0.77 1.92
H 3.23 0.88 0.27
H 3.77 1.36 1.90
H 2.62 3.32 2.59
H 0.55 4.76 2.43
H -1.37 3.99 1.13
H -4.12 2.68 -1.32
H -2.77 0.81 -0.48
H -2.24 3.46 -4.31
H -0.40 4.73 -5.39
H 1.94 3.96 -5.05
H 2.40 1.91 -3.76
C -6.72 2.56 2.08
C -5.48 3.06 2.82
N -4.34 2.15 2.86
C -4.32 1.12 3.89
C -4.97 -0.20 3.48
C -3.54 2.05 1.71
S -2.10 1.02 1.94
N -3.89 2.76 0.70
C -3.29 2.84 -0.64
O -0.98 1.81 -0.61
C -2.84 4.27 -0.94
C -3.72 5.30 -0.57
C -3.42 6.63 -0.84
C -2.25 6.96 -1.50
C -1.37 5.95 -1.88
C -1.67 4.62 -1.60
H -7.48 3.34 2.06
H -7.16 1.68 2.56
H -6.46 2.30 1.05
H -5.75 3.27 3.86
H -5.15 3.99 2.36
H -4.83 1.54 4.76
H -3.29 0.93 4.18
H -6.04 -0.09 3.29
H -4.84 -0.95 4.27
H -4.49 -0.58 2.57
H -4.63 5.04 -0.04
H -4.12 7.41 -0.54
H -2.02 7.99 -1.73
H -0.45 6.19 -2.40
H -0.96 3.85 -1.89
N -3.74 -3.86 2.90
C -2.46 -3.38 3.04
C -2.00 -2.32 2.25
N -0.77 -1.86 2.35
C 0.01 -2.40 3.29
C -0.46 -3.42 4.09
N -1.69 -3.93 3.97
H -4.18 -3.71 2.00
H -3.89 -4.77 3.30
H -2.65 -1.84 1.53
H 1.01 -2.02 3.41
H 0.17 -3.85 4.86
O -1.26 -3.34 -0.33
C -2.02 -2.60 -0.97
O -2.03 -1.33 -0.84
H -2.73 -3.03 -1.69



Formula: C4H8NO2
Source: the OMol25 dataset
Level of theory: ωB97M-V with the def2-TZVPD basis set

Energy above the lowest of the compared OMol25 structures with the same formula, charge and spin, kcal/mol: 72.0
Net charge: +1
Spin multiplicity: 3
HOMO level (alpha / beta), eV: -10.05 / -16.28
Orbital gap (alpha / beta), eV: 6.36 / 8.86
E_LUMO (alpha / beta), eV: -3.69 / -7.42
<S²>: 2.012

Atoms and positions in Å:
C 0.45 0.25 -1.37
C -1.68 -0.16 0.76
C -0.18 -0.28 0.45
C 1.68 -0.38 -1.65
N -0.86 1.03 1.03
O -0.44 0.73 -1.93
O 0.68 -0.88 1.23
H -2.39 -0.18 0.00
H -2.11 -0.59 1.67
H 2.37 0.40 -1.49
H 1.86 -0.80 -2.67
H 1.94 -1.16 -0.86
H -0.82 1.99 0.65
H -0.71 1.07 2.05
H 0.22 -1.04 2.13



Formula: C2H8N2O
Source: the OMol25 dataset
Level of theory: ωB97M-V with the def2-TZVPD basis set

Energy above the lowest of the compared OMol25 structures with the same formula, charge and spin, kcal/mol: 77.5
Structure (SMILES): C=[NH+][O-].CN
HOMO level, eV: -8.41
Orbital gap, eV: 9.20
E_LUMO, eV: 0.80

Atoms and positions in Å:
C 2.22 1.15 0.06
N 1.73 -0.03 0.04
O 2.34 -1.10 -0.20
H 3.27 1.31 -0.14
H 1.58 1.99 0.28
H 0.70 -0.14 0.24
C -1.97 -0.18 -0.46
N -1.01 -0.68 0.52
H -1.57 -0.34 -1.46
H -2.96 -0.65 -0.40
H -2.09 0.90 -0.31
H -1.36 -0.53 1.46
H -0.88 -1.68 0.39



Formula: C15H19ClF4NO14
Source: the OMol25 dataset
Level of theory: ωB97M-V with the def2-TZVPD basis set

Energy above the lowest of the compared OMol25 structures with the same formula, charge and spin, kcal/mol: 0.0
Net charge: +1
HOMO level, eV: -13.54
Orbital gap, eV: 10.08
E_LUMO, eV: -3.45

Atoms and positions in Å:
O 4.35 -1.29 -2.28
C 4.35 -0.16 -1.88
O 5.11 0.81 -2.47
C 3.41 0.33 -0.78
C 2.21 1.09 -1.29
N 1.17 0.14 -1.82
Cl 1.45 -0.38 -3.45
H 5.41 1.45 -1.81
H 3.97 0.97 -0.09
H 3.02 -0.55 -0.26
H 2.42 1.84 -2.05
H 1.70 1.58 -0.45
H 1.16 -0.69 -1.21
H 0.25 0.61 -1.80
C -2.42 2.32 -4.95
C -2.82 0.90 -4.57
O -1.91 0.61 -3.51
C -1.52 1.78 -2.96
O -0.92 1.86 -1.92
O -1.89 2.82 -3.71
F -2.60 0.01 -5.56
H -1.63 2.31 -5.70
H -3.24 2.94 -5.28
H -3.84 0.79 -4.21
C -0.55 -0.18 3.67
C -0.46 1.12 2.89
O 0.56 0.83 1.93
C 0.60 -0.51 1.76
O 1.21 -1.04 0.88
O -0.12 -1.14 2.68
F -0.07 2.16 3.65
H 0.15 -0.18 4.50
H -1.54 -0.43 4.02
H -1.37 1.39 2.35
C 0.72 1.67 7.55
C 2.18 1.31 7.75
O 2.15 -0.10 7.85
C 1.04 -0.55 7.20
O 0.84 -1.67 6.89
O 0.21 0.49 6.91
F 2.68 1.83 8.90
H 0.22 1.80 8.51
H 0.55 2.54 6.92
H 2.84 1.60 6.93
C -2.06 -3.78 -4.20
C -3.34 -3.27 -4.83
O -4.14 -2.98 -3.70
C -3.33 -2.72 -2.65
O -3.66 -2.21 -1.63
O -2.06 -3.10 -2.94
F -3.95 -4.20 -5.60
H -2.12 -4.86 -4.03
H -1.16 -3.54 -4.76
H -3.23 -2.35 -5.41



Formula: C22H22N4O4
Source: the OMol25 dataset
Level of theory: ωB97M-V with the def2-TZVPD basis set

Energy above the lowest of the compared OMol25 structures with the same formula, charge and spin, kcal/mol: 31.9
Structure (SMILES): C[C@H](NC(=O)c1nc[nH]c1C(=O)NCC(=O)OCc1ccccc1)c1ccccc1
HOMO level, eV: -9.05
Orbital gap, eV: 9.76
E_LUMO, eV: 0.71

Atoms and positions in Å:
C 2.22 -3.50 4.10
C 1.60 -2.34 3.33
N 2.18 -2.28 2.00
C 1.46 -2.17 0.87
O 0.23 -2.17 0.85
C 2.30 -2.05 -0.33
N 3.66 -2.15 -0.22
C 4.13 -1.99 -1.43
N 3.15 -1.78 -2.33
C 1.96 -1.82 -1.66
C 0.73 -1.56 -2.43
O 0.80 -1.30 -3.62
N -0.42 -1.68 -1.74
C -1.67 -1.27 -2.31
C -2.11 0.08 -1.76
O -1.42 0.80 -1.09
O -3.37 0.33 -2.12
C -3.94 1.59 -1.71
C -3.74 2.64 -2.77
C -2.53 3.32 -2.86
C -2.34 4.26 -3.85
C -3.34 4.52 -4.77
C -4.54 3.84 -4.69
C -4.74 2.90 -3.70
C 1.75 -0.98 3.98
C 0.98 0.07 3.47
C 1.09 1.34 4.00
C 1.98 1.59 5.03
C 2.75 0.56 5.54
C 2.64 -0.72 5.01
H 3.30 -3.40 4.15
H 1.81 -3.53 5.11
H 1.99 -4.43 3.60
H 0.53 -2.53 3.17
H 3.18 -2.24 1.90
H 5.17 -2.01 -1.68
H 3.20 -1.61 -3.32
H -0.36 -1.83 -0.73
H -1.54 -1.17 -3.39
H -2.45 -2.02 -2.11
H -5.00 1.38 -1.54
H -3.46 1.89 -0.77
H -1.75 3.11 -2.14
H -1.40 4.79 -3.91
H -3.19 5.26 -5.54
H -5.33 4.04 -5.40
H -5.68 2.36 -3.64
H 0.29 -0.13 2.67
H 0.49 2.14 3.59
H 2.06 2.59 5.44
H 3.44 0.75 6.34
H 3.25 -1.50 5.42



Formula: C8H18NO3
Source: the OMol25 dataset
Level of theory: ωB97M-V with the def2-TZVPD basis set

Energy above the lowest of the compared OMol25 structures with the same formula, charge and spin, kcal/mol: 0.0
Net charge: +1
Spin multiplicity: 3
HOMO level (alpha / beta), eV: -10.36 / -13.50
Orbital gap (alpha / beta), eV: 7.70 / 8.73
E_LUMO (alpha / beta), eV: -2.66 / -4.76
<S²>: 2.006

Atoms and positions in Å:
C -0.28 0.44 -1.36
C -0.12 1.50 -0.23
C -0.18 -1.86 -0.32
C 0.20 0.49 2.16
C 0.49 -0.84 -1.14
C 0.55 -1.51 -2.51
C -1.61 2.10 1.52
C 2.02 -0.68 -0.89
N -0.70 1.01 1.04
O -1.36 -1.59 0.23
O -0.58 -0.36 2.96
O 2.38 0.11 0.21
H -1.44 0.40 -1.42
H 0.10 0.84 -2.32
H 0.92 1.83 0.04
H -0.82 2.26 -0.51
H 0.34 -2.80 -0.11
H 0.68 1.27 2.70
H 1.01 -2.41 -2.32
H 1.20 -0.99 -3.15
H -0.36 -1.57 -3.02
H -2.37 1.76 2.34
H -1.04 3.01 1.65
H -2.31 2.21 0.71
H 2.53 -0.02 -1.73
H 2.33 -1.73 -0.84
H -1.29 0.11 0.91
H -1.91 -2.31 0.58
H -0.34 -0.44 3.82
H 1.94 -0.22 1.01



Formula: C12H35AsF6O5
Source: the OMol25 dataset
Level of theory: ωB97M-V with the def2-TZVPD basis set

Energy above the lowest of the compared OMol25 structures with the same formula, charge and spin, kcal/mol: 0.0
HOMO level, eV: -10.46
Orbital gap, eV: 10.43
E_LUMO, eV: -0.03

Atoms and positions in Å:
O -0.76 -0.57 -0.16
H -1.07 -0.64 0.85
H 0.03 -1.24 -0.35
H -0.44 0.38 -0.43
As -3.36 3.08 -0.42
F -4.46 3.80 -1.47
F -2.14 3.19 -1.66
F -2.16 2.37 0.62
F -4.55 2.91 0.79
F -3.73 1.51 -1.01
F -2.92 4.61 0.16
C -0.67 0.72 -3.83
C 0.44 1.46 -3.07
C 0.59 2.86 -3.63
O 0.05 1.58 -1.63
H -0.55 0.86 -4.91
H -1.65 1.11 -3.58
H -0.68 -0.35 -3.60
H 1.39 0.93 -3.12
H 1.45 2.94 -4.31
H 0.78 3.56 -2.82
H -0.29 3.19 -4.18
H -0.78 2.15 -1.56
C -2.50 -2.30 3.94
C -2.47 -1.95 2.46
C -3.84 -1.61 1.90
O -1.58 -0.71 2.36
H -1.48 -2.45 4.31
H -3.07 -3.20 4.17
H -2.97 -1.49 4.51
H -1.93 -2.69 1.87
H -4.25 -0.69 2.32
H -4.53 -2.44 2.06
H -3.78 -1.42 0.82
H -2.07 0.01 2.77
C 2.91 1.40 0.52
C 2.50 0.79 1.83
C 2.16 1.80 2.89
O 1.44 -0.15 1.60
H 3.31 0.68 -0.19
H 3.65 2.19 0.71
H 2.12 1.97 0.02
H 3.37 0.21 2.17
H 2.87 2.62 2.91
H 2.11 1.36 3.90
H 1.16 2.23 2.74
H 1.25 -0.61 2.43
C 2.99 -3.37 0.13
C 2.36 -2.35 -0.79
C 2.91 -2.46 -2.18
O 0.89 -2.56 -0.84
H 4.06 -3.17 0.29
H 2.86 -4.39 -0.26
H 2.53 -3.41 1.12
H 2.52 -1.34 -0.42
H 3.07 -3.52 -2.41
H 3.91 -2.00 -2.19
H 2.28 -1.98 -2.91
H 0.75 -3.41 -1.27



Formula: C2H3BrS2
Source: the OMol25 dataset
Level of theory: ωB97M-V with the def2-TZVPD basis set

Energy above the lowest of the compared OMol25 structures with the same formula, charge and spin, kcal/mol: 75.0
HOMO level (alpha / beta), eV: -8.33 / -8.03
Orbital gap (alpha / beta), eV: 7.56 / 7.66
E_LUMO (alpha / beta), eV: -0.78 / -0.37

Atoms and positions in Å:
C -0.55 -0.67 0.86
C 0.27 1.41 -0.86
S -1.91 -0.60 1.72
S 0.86 -1.63 0.82
Br 2.09 1.20 -0.40
H -0.26 2.00 -0.14
H 0.05 0.72 -1.63
H 0.17 -2.45 1.68



Formula: C2H3N4S
Source: the OMol25 dataset
Level of theory: ωB97M-V with the def2-TZVPD basis set

Energy above the lowest of the compared OMol25 structures with the same formula, charge and spin, kcal/mol: 22.4
Structure (SMILES): Cn1nnnc1[S-]
Net charge: -1
HOMO level, eV: -3.30
Orbital gap, eV: 7.06
E_LUMO, eV: 3.76

Atoms and positions in Å:
C 1.25 -0.31 0.04
N 0.03 0.36 -0.14
N -0.24 1.61 -0.01
N -1.53 1.72 0.00
N -2.16 0.53 0.01
C -1.12 -0.42 0.03
S -1.01 -2.02 -0.13
H 1.27 -0.84 1.00
H 1.44 -1.14 -0.74
H 2.07 0.53 -0.07



Formula: C2H6OS2
Source: the OMol25 dataset
Level of theory: ωB97M-V with the def2-TZVPD basis set

Energy above the lowest of the compared OMol25 structures with the same formula, charge and spin, kcal/mol: 9.7
Structure (SMILES): C=O.CSS
HOMO level, eV: -9.28
Orbital gap, eV: 9.71
E_LUMO, eV: 0.44

Atoms and positions in Å:
C -2.78 0.37 1.04
O -3.23 1.28 0.40
H -1.70 0.24 1.22
H -3.42 -0.41 1.49
C 0.10 0.77 -1.28
S 0.74 -0.88 -0.80
S 2.09 -0.46 0.69
H -0.74 0.65 -1.94
H -0.21 1.20 -0.33
H 0.93 1.32 -1.73
H 1.27 -0.57 1.75



Formula: C5H6NO
Source: the OMol25 dataset
Level of theory: ωB97M-V with the def2-TZVPD basis set

Energy above the lowest of the compared OMol25 structures with the same formula, charge and spin, kcal/mol: 145.0
Net charge: +1
HOMO level, eV: -15.31
Orbital gap, eV: 9.26
E_LUMO, eV: -6.05

Atoms and positions in Å:
C 0.63 1.40 0.74
C 0.87 1.42 -0.55
C 2.50 -1.31 -0.43
C -0.22 0.85 -1.19
C -0.22 -0.99 0.73
N -0.33 0.42 0.26
O 3.51 -1.80 -0.34
H 0.83 1.72 1.69
H -1.11 -1.47 1.05
H -1.02 1.56 -1.57
H -0.11 -0.12 -1.83
H 0.39 -0.94 1.61
H 0.27 -1.59 0.07



Formula: C3H5NOS
Source: the OMol25 dataset
Level of theory: ωB97M-V with the def2-TZVPD basis set

Energy above the lowest of the compared OMol25 structures with the same formula, charge and spin, kcal/mol: 120.5
HOMO level, eV: -8.76
Orbital gap, eV: 9.41
E_LUMO, eV: 0.65

Atoms and positions in Å:
C 1.80 0.16 -0.11
C 0.41 0.36 -0.13
C -1.87 -0.56 0.09
H 1.78 0.20 1.14
H 2.33 -1.02 -0.48
H 2.59 1.15 -0.51
H -2.80 -0.90 -0.36
H -1.81 -0.31 1.12
N -0.43 1.31 -0.15
O -1.74 0.93 -0.35
S -0.27 -1.32 -0.26



Formula: C6H9NO
Source: the OMol25 dataset
Level of theory: ωB97M-V with the def2-TZVPD basis set

Energy above the lowest of the compared OMol25 structures with the same formula, charge and spin, kcal/mol: 83.0
Structure (SMILES): C1=C[C@@H]2CN(C1)CO2
HOMO level, eV: -8.63
Orbital gap, eV: 9.60
E_LUMO, eV: 0.96

Atoms and positions in Å:
C -0.69 -1.44 0.46
C -0.31 -0.58 1.44
C 0.11 0.84 1.20
C -0.44 1.33 -0.15
N 0.04 0.35 -1.01
C -0.71 -0.90 -0.98
C 1.41 0.27 -0.71
O 1.53 0.58 0.67
H -0.71 -2.55 0.68
H -0.18 -1.33 2.43
H 0.04 1.50 2.10
H -1.58 1.49 -0.19
H -0.04 2.29 -0.63
H -0.21 -1.35 -1.86
H -1.78 -0.63 -1.20
H 1.94 0.96 -1.30
H 1.58 -0.84 -0.96



Formula: C4H13NO
Source: the OMol25 dataset
Level of theory: ωB97M-V with the def2-TZVPD basis set

Energy above the lowest of the compared OMol25 structures with the same formula, charge and spin, kcal/mol: 37.9
Structure (SMILES): CCN(C)C.O
HOMO level, eV: -9.04
Orbital gap, eV: 9.96
E_LUMO, eV: 0.92

Atoms and positions in Å:
C 2.00 0.96 -0.49
C 0.66 0.23 -0.84
N -0.35 0.18 0.22
C 0.22 -0.37 1.48
C -0.90 1.54 0.45
H 2.50 1.18 -1.44
H 1.84 1.74 0.22
H 2.71 0.19 -0.20
H 0.84 -0.78 -1.22
H 0.13 0.58 -1.78
H 1.29 -0.63 1.44
H -0.55 -1.11 1.77
H 0.28 0.36 2.32
H -1.85 1.38 0.96
H -0.23 2.32 0.79
H -1.20 1.89 -0.57
O -1.45 -2.36 -0.78
H -1.13 -1.61 -0.25
H -2.33 -2.31 -1.19



Formula: C6H9N
Source: the OMol25 dataset
Level of theory: ωB97M-V with the def2-TZVPD basis set

Energy above the lowest of the compared OMol25 structures with the same formula, charge and spin, kcal/mol: 19.4
Structure (SMILES): Cc1c[nH]cc1C
HOMO level, eV: -7.88
Orbital gap, eV: 8.93
E_LUMO, eV: 1.05

Atoms and positions in Å:
C 1.95 0.10 -0.40
C 0.49 -0.20 -0.45
C -0.12 -0.96 -1.43
N -1.42 -1.11 -1.09
C -1.71 -0.46 0.09
C -0.47 0.02 0.55
C -0.36 1.01 1.63
H 2.45 -0.52 -1.14
H 2.50 0.14 0.54
H 2.10 1.11 -0.79
H 0.28 -1.43 -2.32
H -2.13 -1.47 -1.71
H -2.64 -0.38 0.63
H -0.72 2.06 1.54
H -0.86 0.71 2.55
H 0.67 1.37 1.82